# 1
The following is a quantum chemistry calculation of a structure of composition C11H10BiClNS, from the OMol25 dataset.

XYZ file:
```
25
Properties=species:S:1:pos:R:3:mulliken_charge:R:1
C 0.64 1.37 2.12 -0.62
C 0.11 2.23 1.08 -0.65
C 1.03 2.23 0.02 -0.23
H -0.81 2.81 1.15 0.35
C 2.13 1.40 0.35 -0.49
C 1.90 0.83 1.62 -0.79
H 2.57 0.17 2.17 0.56
H 0.29 1.31 3.14 0.61
H 0.94 2.81 -0.90 0.44
H 3.03 1.27 -0.25 0.39
Bi -0.41 -0.86 1.36 1.18
Cl -2.50 -0.63 2.63 -0.53
C -1.28 -1.46 -1.61 -0.90
C -0.15 -1.20 -2.45 -0.55
C -0.21 0.16 -2.85 -0.50
H 0.61 -1.93 -2.73 0.37
C -1.40 0.74 -2.31 -0.35
C -2.08 -0.27 -1.56 -0.62
H -3.04 -0.17 -1.05 0.42
H -1.53 -2.43 -1.16 0.68
H 0.52 0.68 -3.47 0.42
H -1.74 1.76 -2.43 0.42
S 1.37 -2.91 1.40 -0.43
C 0.38 -3.70 2.48 0.32
N -0.37 -4.21 3.23 -0.51
```

Calculated values
E_LUMO (spin up / spin down) = 0.058 / 0.058 Ha
HOMO level (spin up / spin down) = -4.06 / -4.06 eV
energy above the lowest of the compared OMol25 structures with the same formula, charge and spin = 0.0 kJ/mol
gap between HOMO and LUMO (spin up / spin down) = 5.634 / 5.630 eV
net charge = -1



# 2
The following is a quantum chemistry calculation of a structure of composition C11H10BrGaNSe, from the OMol25 dataset.

XYZ file:
```
25
Properties=species:S:1:pos:R:3:mulliken_charge:R:1
C -1.19 -0.77 -1.86 -0.38
C -1.21 -1.77 -0.83 -0.58
C -1.94 -1.22 0.31 -0.26
H -0.77 -2.80 -0.89 0.37
C -2.34 0.12 -0.03 -0.64
C -1.87 0.41 -1.36 -0.43
H -2.00 1.38 -1.90 0.39
H -0.70 -0.88 -2.86 0.50
H -2.16 -1.75 1.26 0.45
H -2.95 0.80 0.62 0.38
Ga -0.01 -0.07 0.16 0.64
Br 0.90 -2.06 1.51 -0.65
C 1.97 1.16 0.39 -0.45
C 1.14 1.94 -0.50 -0.66
C 1.01 1.20 -1.74 -0.35
H 0.69 2.94 -0.27 0.37
C 1.72 -0.04 -1.60 -0.57
C 2.33 -0.07 -0.30 -0.64
H 3.00 -0.87 0.09 0.52
H 2.29 1.44 1.42 0.47
H 0.41 1.54 -2.63 0.50
H 1.78 -0.86 -2.36 0.40
Se -0.01 0.02 4.99 -0.30
C -0.01 0.03 3.31 0.42
N -0.07 0.17 2.17 -0.49
```

Calculated values
E_LUMO = 0.109 Ha
HOMO level = -3.96 eV
gap between HOMO and LUMO = 6.932 eV
net charge = -1



# 3
The following is a quantum chemistry calculation of an isolated molecule of C11H10ClF3N4O3S, from the OMol25 dataset.

XYZ file:
```
33
Properties=species:S:1:pos:R:3:mulliken_charge:R:1
O 1.19 1.33 0.24 -0.54
C 0.91 0.37 -0.48 0.94
C 1.79 -0.90 -0.52 0.16
N 2.99 -1.30 -0.29 -0.69
S 4.10 -0.03 0.18 1.01
O 3.78 1.12 -0.67 -0.60
O 5.41 -0.56 -0.22 -0.63
C 3.94 0.34 2.03 0.71
F 4.56 -0.66 2.70 -0.22
F 4.55 1.49 2.42 -0.21
F 2.65 0.39 2.43 -0.19
N 1.31 -2.06 -1.03 -0.20
C 0.39 -1.89 -2.18 -0.86
C -0.76 -0.96 -1.78 -0.46
N -0.32 0.33 -1.16 0.15
C -1.30 1.39 -1.04 -1.78
C -2.34 1.06 0.01 0.77
C -2.00 1.16 1.36 -0.33
C -2.97 0.76 2.28 -0.54
C -4.23 0.33 1.86 0.25
Cl -5.40 -0.10 3.10 -0.18
N -4.57 0.26 0.56 -0.59
C -3.65 0.65 -0.33 -0.18
H 2.14 -2.64 -1.10 0.37
H -0.04 -2.85 -2.48 0.40
H 0.91 -1.52 -3.08 0.36
H -1.41 -0.75 -2.65 0.37
H -1.37 -1.50 -1.04 0.33
H -0.82 2.33 -0.77 0.44
H -1.79 1.59 -1.98 0.58
H -1.03 1.47 1.69 0.58
H -2.75 0.83 3.33 0.39
H -3.88 0.50 -1.39 0.38
```

Calculated values
E_LUMO = -0.030 Ha
HOMO level = -9.82 eV
energy above the lowest of the compared OMol25 structures with the same formula, charge and spin = 0.0 kJ/mol
gap between HOMO and LUMO = 9.002 eV
net charge = 0



no.,E (a.u.)
1,-1552.90445
2,-7380.11903
3,-2027.81139